[1]
9
Properties=species:S:1:pos:R:3:forces:R:3:nbo_charge:R:1 method="wB97M-V/def2-TZVPD" charge=+1 relative_energy_kj_mol=208.7
N 0.181645 -0.899949 1.585658 0.9 -1.8 0.4 -0.0055
N 0.622476 -1.100346 0.424391 0.4 0.0 -0.6 0.1772
N -0.734939 0.874177 0.549666 1.4 -2.3 -1.6 0.1611
N -0.550653 0.224396 1.594715 0.4 1.0 -4.5 -0.0843
N 0.224388 -0.260453 -0.458733 -3.0 2.9 6.9 0.0523
N 0.642473 -0.064154 -1.654082 1.9 -0.3 -2.6 0.4718
F 0.609865 1.230846 -1.994511 0.1 0.4 0.5 -0.1132
F -0.204389 -0.650575 -2.480416 -1.2 -0.7 -1.4 -0.1290
H -0.790866 0.646058 2.433310 -0.9 0.8 2.7 0.4695

[2]
15
Properties=species:S:1:pos:R:3:forces:R:3:nbo_charge:R:1 method="wB97M-V/def2-TZVPD" charge=+1 relative_energy_kj_mol=251.5
C -0.601700 0.106782 -0.709526 0.9 1.7 -3.4 -0.5624
C -1.889196 -0.742925 -1.019259 0.5 2.2 -0.2 -0.3162
C -0.499810 -0.038662 0.714118 -0.4 -0.5 -0.7 0.5272
N -2.410812 -1.090757 0.251620 1.9 0.0 1.9 0.0756
N -1.613099 -0.760868 1.179448 -1.6 -0.2 1.1 -0.2028
N 0.464316 0.357175 1.449206 -2.6 -1.9 3.6 -0.6046
O 2.913893 0.677707 0.324243 1.9 0.4 -2.5 -0.9787
H 0.365378 -0.185800 -1.244539 -1.4 -0.1 0.7 0.2863
H -0.630870 1.259617 -1.032920 -0.5 -2.4 0.8 0.3153
H -2.689553 -0.181848 -1.479518 -0.2 0.5 -0.4 0.2692
H -1.828639 -1.614903 -1.618811 0.6 -1.0 -0.5 0.2747
H 2.833056 0.446671 -0.656039 0.2 0.3 1.9 0.4882
H 1.318625 0.556332 1.034272 2.6 1.2 -0.8 0.4538
H 0.439336 0.094415 2.484331 0.1 0.6 -1.8 0.4524
H 3.829074 1.117063 0.323373 -1.9 -0.8 0.4 0.5221

[3]
64
Properties=species:S:1:pos:R:3:forces:R:3:nbo_charge:R:1 method="wB97M-V/def2-TZVPD" charge=-1 relative_energy_kj_mol=0.0
Y 0.255260 -0.194592 0.340237 0.0 0.3 0.0 1.7019
C -0.991537 -1.866272 2.060850 0.0 0.0 0.1 -0.1798
C 0.359417 -2.292146 2.028824 0.0 -0.1 0.0 -0.1332
C 0.626441 -2.780227 0.726253 0.0 0.0 0.0 -0.1682
C -0.564339 -2.672297 -0.037924 0.0 -0.1 0.0 -0.2032
C -1.567921 -2.113594 0.793309 -0.1 0.0 -0.1 -0.0581
C -3.020633 -1.931037 0.463750 0.0 0.0 0.0 -0.6458
C -0.706689 -3.182786 -1.442857 0.0 0.0 0.0 -0.6246
C 1.905281 -3.394112 0.237797 0.0 0.0 0.0 -0.6252
C 1.243689 -2.428316 3.233019 0.0 0.0 0.0 -0.6288
C -1.727064 -1.412641 3.286181 0.0 0.0 0.0 -0.6258
H -3.628383 -2.716839 0.924832 0.0 0.0 0.0 0.2007
H -3.197755 -1.966337 -0.611269 0.0 0.0 0.0 0.2136
H -3.397644 -0.970975 0.822855 0.0 0.0 0.0 0.2249
H -0.583755 -4.270203 -1.475233 0.0 0.0 0.0 0.2043
H 0.045902 -2.751249 -2.108916 0.0 0.0 0.0 0.2247
H -1.687483 -2.952251 -1.859350 0.0 0.0 0.0 0.2136
H 1.848197 -4.488386 0.237917 0.0 0.0 0.0 0.1997
H 2.749702 -3.108860 0.865803 0.0 0.0 0.0 0.2195
H 2.137286 -3.077159 -0.780740 0.0 0.0 0.0 0.2265
H 0.931937 -3.291308 3.831471 0.0 0.0 0.0 0.1967
H 1.208496 -1.547717 3.872520 0.0 0.0 0.0 0.2315
H 2.284998 -2.579147 2.953065 0.0 0.0 0.0 0.2185
H -2.125005 -2.268008 3.843883 0.0 0.0 0.0 0.2006
H -2.565869 -0.762586 3.033222 0.0 0.0 0.0 0.2223
H -1.075570 -0.856211 3.962788 0.0 0.0 0.0 0.2179
I -1.751323 0.272119 -2.309148 0.0 -0.1 -0.2 0.2696
C -3.076339 1.525775 -1.291275 0.0 0.1 0.1 -0.1177
C -4.161885 2.015680 -1.956684 0.0 0.0 0.0 -0.2777
C -5.052902 2.878020 -1.281452 0.0 0.0 0.0 -0.2226
C -4.818860 3.218760 0.018135 0.0 0.0 0.0 -0.1919
C -3.692524 2.715534 0.715834 0.0 0.0 0.0 -0.0820
C -3.444667 3.079367 2.062155 0.0 0.0 0.0 -0.2156
C -2.351494 2.583520 2.710504 -0.1 0.0 0.0 -0.2043
C -1.477940 1.693384 2.044222 0.0 0.0 0.0 -0.2470
C -1.648480 1.285262 0.738306 0.0 0.0 0.1 -0.4915
C -2.783505 1.832914 0.068463 0.0 -0.1 -0.1 -0.0288
H -4.339518 1.752450 -2.990783 0.0 0.0 0.0 0.2158
H -5.916414 3.268065 -1.805927 0.0 0.0 0.0 0.2046
H -5.496049 3.886553 0.539628 0.0 0.0 0.0 0.2006
H -4.130630 3.756494 2.559185 0.0 0.0 0.0 0.1958
H -2.155246 2.868076 3.738309 0.0 0.0 0.0 0.2026
H -0.630615 1.324057 2.625974 0.0 0.0 0.0 0.2120
Br 5.746260 2.079721 -6.262135 0.0 0.0 0.0 0.0251
C 4.539072 1.610215 -4.869228 0.0 0.0 0.0 -0.0655
C 4.010180 2.610541 -4.070334 0.0 0.0 0.0 -0.2569
C 3.127916 2.261334 -3.060060 0.0 0.0 0.0 -0.1598
C 2.786242 0.931005 -2.856363 0.0 0.0 0.0 -0.0824
C 3.332286 -0.056404 -3.665213 0.0 0.0 0.0 -0.1667
C 4.214209 0.277226 -4.681987 0.0 0.0 0.0 -0.2596
C 1.825148 0.566784 -1.763141 0.1 0.0 -0.1 0.7586
O 1.294139 1.474220 -1.086315 0.0 -0.1 0.1 -0.7055
O 1.574678 -0.664884 -1.567424 0.0 0.0 0.1 -0.7820
H 4.284777 3.642827 -4.236386 0.0 0.0 0.0 0.2232
H 2.692877 3.011235 -2.412858 0.0 0.0 0.0 0.2450
H 3.057879 -1.086937 -3.484398 0.0 0.0 0.0 0.2371
H 4.644710 -0.482856 -5.318893 0.0 0.0 0.0 0.2218
F 1.727362 0.668661 3.295184 0.1 0.0 -0.1 -0.3859
C 1.993278 0.881446 1.924943 -0.1 -0.1 0.0 0.1532
F 1.938805 2.270346 1.801247 0.0 0.0 0.0 -0.3602
C 3.478140 0.570478 1.779626 0.0 0.0 0.0 0.8989
F 4.282819 1.218132 2.648247 0.0 0.0 0.0 -0.3342
F 3.710208 -0.748093 1.954835 0.0 0.0 0.0 -0.3296
F 3.910446 0.884229 0.542919 0.0 0.0 0.0 -0.3208

[4]
52
Properties=species:S:1:pos:R:3:forces:R:3:nbo_charge:R:1 method="wB97M-V/def2-TZVPD" relative_energy_kj_mol=184.7 smiles="CNC(=O)CNCN.O.O.O.O.O.O.O.O.O.O.O"
C 2.446456 2.377402 0.154948 1.1 -1.1 1.3 -0.4307
N 1.051977 1.987124 0.283648 0.6 -1.3 -0.5 -0.6097
C 0.577295 0.886522 -0.331087 -0.5 0.2 -0.4 0.7074
O -0.615425 0.562461 -0.139827 0.0 0.2 0.3 -0.7695
C 1.338695 0.071006 -1.369212 0.1 -0.9 -3.2 -0.3649
N 1.257174 -1.415538 -1.387102 -1.5 0.8 -1.1 -0.6424
C -0.043184 -2.041194 -1.942595 2.0 0.7 1.3 -0.0621
N -1.077947 -2.078700 -0.952497 -0.5 -2.1 -0.3 -0.8820
H 3.119752 1.439568 0.209686 -0.9 1.6 -0.5 0.2146
H 2.740059 2.975164 1.050295 -0.3 -0.2 -0.8 0.2013
H 2.559005 2.933066 -0.769749 0.5 -0.1 0.1 0.2264
H 0.512204 2.321122 1.075170 -0.1 0.2 -0.2 0.4331
H 2.408631 0.208376 -1.588953 -0.5 0.9 0.9 0.2516
H 0.864728 0.366994 -2.391219 0.7 -0.1 1.8 0.2354
H 1.402277 -1.710575 -0.446699 0.0 -0.9 0.6 0.3757
H -0.336159 -1.482418 -2.855298 0.1 -0.3 0.6 0.1912
H 0.244262 -3.080681 -2.236981 -0.3 0.8 0.2 0.1869
H -1.519473 -1.230843 -0.709557 0.0 0.9 0.0 0.3776
H -0.763283 -2.518696 -0.091666 0.0 0.2 -0.3 0.3698
O -0.127493 2.936249 2.796029 0.4 1.1 0.1 -0.9742
H -0.476135 3.826426 2.936305 0.4 0.0 -0.1 0.4824
H -0.882407 2.390261 2.990008 -0.8 -1.0 -0.1 0.5035
O -0.662569 -2.128142 2.565482 0.0 -0.9 0.0 -0.9673
H -0.453174 -2.546083 3.405077 -0.1 0.1 0.2 0.4711
H -0.764667 -1.201043 2.749273 -0.2 0.9 0.2 0.4944
O -4.445058 0.549549 1.232471 0.3 -0.1 0.7 -0.9361
H -4.491933 1.096974 2.022968 0.0 -0.1 0.2 0.4653
H -4.945119 1.061805 0.609188 -0.4 0.2 -0.7 0.4738
O 2.430417 2.087327 -2.944235 0.5 0.4 -0.2 -0.9582
H 3.120462 2.729511 -3.135366 0.1 0.0 -0.1 0.4666
H 1.733477 2.290210 -3.574755 -0.4 0.0 0.0 0.4976
O 1.299516 -3.195723 1.040045 0.3 -0.6 0.0 -0.9518
H 1.178719 -2.647234 1.817489 -0.1 0.5 0.1 0.4859
H 0.541270 -3.784184 1.126994 0.1 -0.1 -0.2 0.4693
O -2.328540 0.306129 -2.567194 0.6 0.5 0.8 -0.9630
H -3.064581 0.912413 -2.445013 -0.3 -0.1 -0.1 0.4711
H -1.815799 0.435841 -1.729916 -0.2 -0.3 -0.4 0.4992
O -1.585732 0.682494 2.354406 1.7 0.3 0.7 -1.0337
H -1.034763 0.563911 1.536394 -0.9 0.2 -0.1 0.5135
H -2.428647 0.293771 2.194005 -1.0 -0.5 -0.6 0.4986
O -3.380968 -3.128976 -2.435354 1.4 -0.4 0.2 -0.9550
H -3.029294 -2.230426 -2.482711 -0.4 0.2 -0.1 0.4724
H -2.540256 -3.535352 -2.095291 -1.3 0.3 -0.2 0.4763
O -0.435013 2.420687 -3.465319 -1.0 -0.4 0.6 -0.9704
H -1.101607 1.752206 -3.169402 0.7 0.0 -0.6 0.4932
H -0.807102 3.197343 -3.034469 0.4 0.4 -0.1 0.4645
O 4.064811 -1.548952 2.563502 -1.4 0.0 1.3 -0.9460
H 3.839552 -2.490886 2.478351 0.2 0.3 -0.2 0.4729
H 3.369232 -1.241533 3.214192 1.1 -0.3 -1.1 0.4738
O 1.471659 0.365792 3.069962 -0.2 -0.7 0.1 -0.9633
H 2.147286 0.994785 2.826095 0.1 0.4 -0.1 0.4770
H 0.660295 0.862531 3.215460 0.2 0.2 0.0 0.4869

[5]
15
Properties=species:S:1:pos:R:3:forces:R:3:nbo_charge:R:1 method="wB97M-V/def2-TZVPD" charge=+1 relative_energy_kj_mol=600.7
N 1.975161 -1.959878 2.187825 -1.3 1.2 -1.1 -1.1566
C 0.217677 1.415177 0.961091 1.6 0.0 1.3 0.2082
C -0.263211 0.560632 -0.047753 -1.6 -4.8 -2.3 0.3819
N -1.172786 0.966855 -0.995072 0.9 1.9 0.5 -0.4231
C -1.274508 0.171662 -2.176541 -0.1 -1.9 -1.0 -0.4704
O 0.068380 -0.688887 -0.157561 0.5 3.7 1.4 -0.4271
H 2.767813 -2.570953 2.320486 -0.4 0.4 -0.3 0.4027
H 1.582937 -1.463022 2.983048 0.5 -0.6 -0.4 0.3670
H 1.557788 -1.703162 1.255378 1.2 -0.9 1.8 0.3901
H 0.175171 2.487954 1.074277 -0.8 0.4 -0.6 0.2390
H 0.929265 1.029143 1.711236 -0.4 -0.5 -0.4 0.2604
H -1.485141 1.960392 -1.042050 0.3 -1.2 0.0 0.4333
H -1.904570 0.616502 -2.890751 -1.6 0.7 -0.3 0.2441
H -0.380776 0.171086 -2.797630 1.1 0.0 0.6 0.2645
H -1.485900 -0.950508 -2.123561 0.0 1.6 0.8 0.2860

[6]
Density functional theory data (ωB97M-V/def2-TZVPD) for a molecular structure, C26H56O24S7.

Structure (XYZ):
```
113
Properties=species:S:1:pos:R:3:forces:R:3:lowdin_charge:R:1
C -4.937060 0.614804 -0.451198 -0.4 0.7 -0.5 -0.2352
C -5.038290 0.084504 0.949392 0.3 -0.6 0.1 -0.1958
C -4.558240 -1.390176 0.899142 0.7 -0.8 0.5 -0.1755
S -3.387470 -1.610816 -0.521498 0.7 1.6 1.3 0.7751
O -3.917380 -2.417536 -1.591898 0.3 -0.6 0.5 -0.3117
O -1.993750 -1.809066 0.037422 -3.7 0.0 -1.5 -0.3599
C -3.628160 0.115604 -0.978428 1.4 -0.6 -0.6 -0.2372
H -4.911390 1.703194 -0.397778 0.0 0.0 -0.2 0.0953
H -5.813930 0.371484 -1.051188 0.2 -0.4 -0.2 0.1251
H -6.043040 0.255754 1.335722 0.0 -0.5 0.1 0.1199
H -4.366780 0.693824 1.554302 0.1 -0.3 0.3 0.1012
H -5.322590 -2.161846 0.807482 -0.1 0.2 -0.1 0.0992
H -3.885180 -1.658566 1.713422 -0.3 0.1 0.4 0.0874
H -3.465740 0.120594 -2.056248 0.0 0.4 0.1 0.1171
H -2.792490 0.541184 -0.422888 0.1 0.6 -0.4 0.0890
C 0.178700 5.170604 -5.295638 -1.8 0.2 0.9 -0.2383
C -0.788560 3.948524 -5.198528 1.5 -0.6 0.4 -0.1793
C -0.568720 3.224704 -3.769778 0.0 0.6 -1.3 -0.1753
S 0.738170 4.094094 -2.798928 0.2 -0.9 -2.7 0.7760
O 1.708620 3.072054 -2.266298 -2.2 2.8 -0.5 -0.3609
O 0.065210 5.193834 -2.082668 1.5 -1.5 0.0 -0.3405
C 1.403420 4.858614 -4.419448 -0.9 0.3 0.6 -0.1882
H -0.544570 5.939534 -5.024118 1.0 0.9 0.8 0.1040
H 0.436240 5.433884 -6.321528 0.3 -0.4 0.0 0.1084
H -0.496060 3.339814 -6.054118 0.0 -0.9 0.5 0.0980
H -1.829430 4.195594 -5.407408 0.1 0.2 0.5 0.1031
H -0.124530 2.247774 -3.960528 -0.5 -0.2 0.4 0.0808
H -1.497440 3.243074 -3.199478 0.2 -0.4 0.1 0.0876
H 1.916300 4.116964 -5.031838 0.6 -0.2 0.7 0.1027
H 2.017110 5.703714 -4.107538 0.1 -0.1 -0.3 0.0936
C 0.432480 -7.423196 -1.576718 -0.5 1.4 -0.9 -0.1611
C -0.934820 -7.328236 -0.772878 -0.4 1.9 -2.5 -0.1693
C -1.234080 -5.822506 -0.347038 0.1 -1.2 0.6 -0.2097
S -0.555730 -4.713276 -1.614528 -1.0 -1.4 -2.3 0.7024
O 0.037750 -3.490986 -1.091178 -0.2 -1.1 -0.5 -0.3317
O -1.573820 -4.641366 -2.684188 1.3 0.3 1.7 -0.3456
C 0.730330 -5.935736 -2.175208 1.1 0.3 4.1 -0.1797
H 0.344440 -7.951036 -2.526308 -0.5 -0.8 0.5 0.0909
H 1.191380 -7.927136 -0.978198 0.5 0.8 -0.2 0.0973
H -1.236040 -8.017556 0.015922 0.7 -0.1 -0.1 0.1071
H -1.524520 -7.522426 -1.668788 -1.2 -0.1 0.6 0.0967
H -0.908650 -5.703286 0.686392 0.8 0.6 -0.2 0.0936
H -2.290810 -5.566156 -0.271508 -0.1 -0.2 -0.6 0.0963
H 1.400560 -5.561346 -1.401438 0.7 0.0 0.4 0.0675
H 1.381810 -5.711986 -3.019958 -1.1 -0.4 -0.8 0.0825
C 2.770770 -1.332236 -2.921548 -1.5 -0.4 -1.1 -0.1639
C 1.530890 -0.696736 -3.794798 1.2 -1.3 0.3 -0.1452
C 0.795820 -1.933746 -4.533048 2.4 1.4 -0.1 -0.1765
S 2.167900 -3.026816 -5.189228 -1.8 2.3 -0.1 0.7418
O 2.692650 -2.302576 -6.385698 -0.2 -1.5 2.4 -0.3694
O 1.636680 -4.387816 -5.359668 1.3 1.2 0.5 -0.3631
C 3.086290 -2.728876 -3.533408 0.1 -0.7 0.0 -0.1921
H 2.347290 -1.319626 -1.917258 0.1 -1.2 0.1 0.0768
H 3.723410 -0.825476 -2.767348 -0.3 0.7 -0.8 0.1021
H 1.969110 0.098844 -4.397388 -0.4 -0.4 -0.8 0.0956
H 0.844760 -0.196336 -3.111478 0.0 -0.2 -0.1 0.0595
H 0.310820 -1.606206 -5.452608 -0.5 -0.2 0.3 0.0912
H 0.227760 -2.516546 -3.807968 -0.3 0.1 -0.3 0.0770
H 4.143280 -2.974456 -3.636228 0.0 0.3 -0.2 0.0899
H 2.681370 -3.522776 -2.905818 -0.3 -0.1 -0.1 0.0708
C -2.274720 3.083134 5.257522 -0.8 -1.3 1.7 -0.1811
C -2.317700 1.906574 6.331302 -1.3 1.4 1.5 -0.1398
O -1.622700 0.731094 5.887072 -0.1 0.4 -0.5 -0.1795
S -1.359140 0.948184 4.343412 2.1 -2.0 -1.9 0.6995
O -2.537220 0.530644 3.610662 0.9 1.4 0.8 -0.2297
O -0.089030 0.346704 3.891282 -3.0 2.2 1.8 -0.2247
O -1.203520 2.577864 4.570452 2.0 -1.1 -3.6 -0.2150
H -1.988210 4.040824 5.692082 0.1 -0.2 0.2 0.1352
H -3.173090 3.254314 4.664452 0.0 -0.4 -0.2 0.1260
H -3.329930 1.616114 6.612592 0.1 0.1 0.1 0.1296
H -1.748290 2.296374 7.175062 -0.2 -0.4 0.2 0.1268
C -0.758740 5.446114 1.089612 2.9 0.4 0.9 -0.2151
C -0.307950 4.056534 1.558292 1.8 -1.1 -0.9 -0.1718
O -1.207170 3.168894 0.963342 -4.3 -2.2 -1.1 -0.2195
S -2.619280 3.892254 0.463142 0.5 1.0 -1.1 0.7690
O -3.475600 4.183774 1.588762 0.6 -0.8 -0.8 -0.2471
O -3.270980 3.396924 -0.794888 2.9 1.1 3.7 -0.2521
O -1.722000 5.235684 0.163902 -4.3 -0.7 -1.6 -0.2057
H -0.048330 5.947384 0.432232 0.8 0.0 0.7 0.1282
H -0.939120 6.053964 1.976222 -0.9 0.3 -0.3 0.1308
H -0.128640 3.782624 2.597972 -0.8 0.8 0.3 0.1161
H 0.563360 3.616344 1.073372 0.8 1.2 0.0 0.1100
C 4.785330 3.680824 4.247752 1.1 0.9 0.2 -0.1766
C 5.837400 2.722574 3.547282 -2.5 0.2 3.1 -0.1556
O 4.976780 1.844524 2.810022 -1.9 -0.4 -0.6 -0.2116
S 3.293980 1.873124 3.289402 -1.8 -1.1 1.4 0.8154
O 2.790510 0.572504 3.806902 2.6 3.6 -1.3 -0.2456
O 2.346700 2.542464 2.383622 2.8 -0.8 1.0 -0.2642
O 3.579510 2.921574 4.557222 1.1 -0.5 -2.0 -0.2086
H 4.679540 4.613684 3.693962 -1.1 -0.4 -0.7 0.1166
H 5.121190 4.102954 5.194912 0.2 -0.7 0.3 0.1215
H 6.227260 2.212944 4.428402 0.3 -0.8 -0.3 0.1153
H 6.713120 3.163744 3.071272 -0.8 0.1 -0.9 0.1321
C 0.351640 -0.025496 0.954412 2.9 -0.3 0.3 -0.1708
C 0.765730 0.563704 -0.429458 -0.3 1.0 2.9 -0.2594
O -0.269790 0.379244 -1.264158 -2.5 0.1 -3.1 -0.0667
O 0.405030 -1.489796 0.957732 0.5 2.3 0.2 -0.0960
H -0.513320 0.344384 1.504992 -0.9 0.0 -1.3 0.0965
H 1.072000 0.429184 1.634462 0.8 -0.9 0.3 0.0742
H 1.719850 0.349024 -0.910778 0.3 -0.9 0.7 0.1110
H 0.867500 1.639324 -0.285248 -0.2 0.3 0.1 0.0907
H -0.496500 -0.547846 -1.367578 0.1 -0.3 0.2 0.0737
H -0.353430 -1.682286 0.401592 -0.2 -0.9 0.0 -0.0153
C 1.111230 -3.960446 3.212282 -2.5 4.7 -0.4 -0.3313
C 2.106160 -2.855406 3.729452 -1.7 -1.4 -0.7 -0.2113
O 2.652280 -2.155046 2.636592 1.7 -0.2 1.2 -0.0614
O 1.607500 -5.091326 2.770342 3.1 -4.4 0.0 -0.0320
H 0.677450 -3.624026 2.270602 -0.6 1.3 0.4 0.1057
H 0.280490 -4.198766 3.876482 -0.2 0.6 0.7 0.1163
H 2.796580 -3.408426 4.366302 1.3 0.0 -0.7 0.1062
H 1.660670 -2.259346 4.525912 -0.7 0.8 -0.5 0.1018
H 2.061490 -1.957636 1.906112 -1.0 -0.3 0.2 0.0486
H 1.962110 -5.460356 3.582532 0.6 -1.1 -0.3 0.0929
```
Forces are in eV/Å.

Here are the calculated strongest force on any atom numbers, same order: 8.1, 4.9, 0.3, 3.3, 5.6, 5.3 (eV/A).
Here are the calculated DFT total energy numbers, same order: -14373.602, -9749.857, -127353.913, -33724.115, -8272.849, -152842.860 (eV).